No. 1
The following is a quantum chemistry calculation of a molecular structure, C24H24ClN8O7PSTi in a non-equilibrium geometry, from the OMol25 dataset.

Element x y z (Å)
Ti 0.78510 -0.11261 -0.13670
C 5.30742 -2.89222 -1.09679
N 4.27785 -2.25859 -0.28012
C 4.41181 -1.94774 1.04600
C 3.24900 -1.34291 1.42150
N 2.41330 -1.29477 0.34663
C 3.06324 -1.82093 -0.68450
P 2.24911 -2.25757 -2.26937
C 0.72290 -2.80807 -1.42279
N 0.12214 -2.07713 -0.49197
C -1.01833 -2.74349 -0.14438
C -1.09629 -3.89595 -0.87188
N 0.00893 -3.92261 -1.67827
C 0.34846 -4.97273 -2.63446
C 1.50776 -0.65502 -2.80791
N 0.50309 -0.10880 -2.12389
C -0.17570 0.71356 -2.97893
C 0.42398 0.65491 -4.19950
N 1.47172 -0.21353 -4.08182
C 2.41967 -0.54307 -5.14131
H 5.81200 -3.65522 -0.51048
H 6.03846 -2.15648 -1.42702
H 4.85292 -3.35670 -1.96726
H 5.30122 -2.18788 1.60291
H 2.96455 -0.95037 2.38255
H -1.69522 -2.35592 0.59551
H -1.83443 -4.67946 -0.87983
H -0.45665 -5.70037 -2.65247
H 1.26820 -5.47486 -2.34155
H 0.46994 -4.55597 -3.63153
H -1.02187 1.29211 -2.65255
H 0.21282 1.17581 -5.11715
H 2.43158 0.26588 -5.86568
H 2.13291 -1.46471 -5.64617
H 3.41717 -0.65374 -4.72669
O 1.30840 2.63856 3.46522
C 0.27461 3.48589 3.49888
O 0.30294 4.45854 4.19870
C -0.88242 3.19167 2.59978
C -1.85521 4.11116 2.27501
Cl -2.09998 5.64763 2.94410
N -2.71208 3.52544 1.39072
N -2.34183 2.26957 1.13057
C -1.25387 2.04688 1.84166
C -0.50777 0.82389 1.48624
O 0.69051 0.61222 1.84495
O -1.00109 0.00385 0.64174
C -3.72199 4.09323 0.52745
C -3.71988 5.43818 0.18669
C -4.63692 5.90316 -0.74610
C -5.53957 5.03783 -1.34053
C -5.53978 3.69604 -0.98220
C -4.63479 3.21932 -0.05064
H 1.14877 1.86816 2.88012
H -3.01306 6.12122 0.62730
H -4.63288 6.95174 -1.01402
H -6.23986 5.40455 -2.07950
H -6.24967 3.01421 -1.43221
H -4.62316 2.17695 0.23287
C 2.39427 3.61954 0.13238
S 1.80794 2.30889 -0.88673
O 2.02453 2.65338 -2.26043
O 2.50296 1.04583 -0.47744
O 0.39627 2.06016 -0.50495
H 3.31336 4.00697 -0.30113
H 2.55860 3.23885 1.13919
H 1.61728 4.38295 0.13349

Lowest unoccupied orbital energy (spin up / spin down)   -3.08 / -3.10 eV
Orbital gap (spin up / spin down)   7.3 / 7.9 eV
Highest occupied orbital energy (spin up / spin down)   -10.43 / -10.99 eV
E_tot   -107291.68556 eV
Spin multiplicity   2
Total charge   +1
⟨S²⟩   0.752

=====

No. 2
The following is a quantum chemistry calculation of a molecular structure, C24H24CoN8O3S, from the OMol25 dataset.

Element x y z (Å)
Co 0.38936 -0.77289 0.46233
C -1.48641 -3.91286 2.91635
C -0.57386 -3.00011 2.16972
N -0.95714 -2.06431 1.39190
N -2.29972 -1.81360 1.20514
C -2.40148 -0.92288 0.24868
O -1.39505 -0.42531 -0.40024
C -3.75533 -0.43515 -0.12329
C -4.89886 -0.95494 0.47716
C -6.14717 -0.47401 0.11836
C -6.26151 0.52750 -0.83822
C -5.12376 1.04838 -1.43848
C -3.87315 0.56654 -1.08197
C 0.90336 -3.09470 2.31179
C 1.50667 -4.09664 3.04976
C 2.88759 -4.09689 3.18163
C 3.61865 -3.09241 2.57692
C 2.94285 -2.13530 1.83651
N 1.61849 -2.13884 1.69311
H -2.50689 -3.55502 2.82905
H -1.20291 -3.96142 3.96887
H -1.43521 -4.92665 2.51143
H -4.79654 -1.73298 1.22101
H -7.03500 -0.87993 0.58533
H -7.23886 0.90072 -1.11608
H -5.21216 1.82823 -2.18401
H -2.97665 0.96056 -1.54106
H 0.90343 -4.86275 3.51563
H 3.38058 -4.87130 3.75458
H 4.69445 -3.04188 2.66706
H 3.47213 -1.34586 1.32235
O 0.45962 0.53254 1.97885
N 0.25508 1.73932 1.79144
N 0.36828 2.04433 0.48876
O 0.64884 1.16487 -0.35063
C 0.12348 3.41034 0.08682
C -0.18450 3.63838 -1.24388
C -0.42575 4.94202 -1.64352
C -0.35521 5.98020 -0.72240
C -0.04351 5.72200 0.60666
C 0.20001 4.42597 1.02825
H -0.24274 2.81179 -1.93752
H -0.67493 5.14593 -2.67620
H -0.54603 6.99634 -1.04147
H 0.01384 6.53261 1.32034
H 0.44462 4.20921 2.05755
C 4.87831 1.47898 -2.68177
C 4.83759 -0.00127 -2.29571
C 3.43932 -0.51718 -2.17687
N 2.86728 -0.81838 -1.06907
N 1.55205 -1.23809 -1.24043
C 1.16204 -1.19045 -2.48819
N -0.09205 -1.50106 -2.86430
S 2.40273 -0.70349 -3.57148
H 5.90679 1.83589 -2.70408
H 4.32266 2.08194 -1.96240
H 4.44612 1.64675 -3.66945
H 5.31212 -0.16104 -1.32791
H 5.38318 -0.59726 -3.02937
H -0.80541 -1.50303 -2.14700
H -0.39371 -1.33148 -3.80635

Lowest unoccupied orbital energy (spin up / spin down)   -3.22 / -5.44 eV
Orbital gap (spin up / spin down)   7.5 / 5.3 eV
Highest occupied orbital energy (spin up / spin down)   -10.73 / -10.73 eV
E_tot   -91795.04447 eV
Spin multiplicity   5
Total charge   +1
⟨S²⟩   6.032

=====

No. 3
The following is a quantum chemistry calculation of a single C24H24FN5OS molecule in a non-equilibrium geometry, from the OMol25 dataset.

Element x y z (Å)
C -0.54481 -2.16597 2.69221
C -0.00519 -1.00842 2.36488
C -0.76582 0.10919 1.71283
N -0.19085 0.44128 0.43272
C -0.48167 -0.06085 -0.80817
C -1.50276 -1.09932 -1.09092
C -2.85615 -0.74554 -0.55569
C -3.74797 -1.58757 0.05471
C -3.66132 -3.04375 0.34707
N -4.87636 -0.87983 0.39534
C -4.73552 0.42214 0.00684
C -5.59717 1.50228 0.13780
C -5.17331 2.71781 -0.35530
C -3.92533 2.85694 -0.96806
C -3.06609 1.78947 -1.10084
C -3.46550 0.54852 -0.60446
N 0.29219 0.48773 -1.69942
N 1.11136 1.35679 -1.07768
C 0.82495 1.31942 0.19799
S 1.58651 2.22321 1.47229
C 2.93929 3.02758 0.55116
C 4.01309 1.98768 0.24700
O 4.91141 1.74154 1.02390
N 3.85454 1.40005 -0.95536
C 4.53871 0.15863 -1.27508
C 3.60622 -0.98256 -0.95817
C 2.73164 -1.46594 -1.92281
C 1.77842 -2.41446 -1.59949
C 1.71208 -2.86694 -0.29597
F 0.75566 -3.76914 0.03756
C 2.57949 -2.41829 0.68232
C 3.52393 -1.46688 0.34249
H 0.02456 -2.95098 3.15829
H -1.58665 -2.37379 2.51295
H 1.04111 -0.80106 2.54260
H -1.81078 -0.16847 1.55908
H -0.71582 1.00748 2.33849
H -1.53790 -1.21743 -2.17739
H -1.17352 -2.04613 -0.65429
H -4.07507 -3.26247 1.33130
H -4.22674 -3.61562 -0.39003
H -2.62970 -3.38416 0.31576
H -5.69032 -1.27485 0.83458
H -6.56381 1.39068 0.60676
H -5.81769 3.58021 -0.27129
H -3.63475 3.82552 -1.34715
H -2.10979 1.90571 -1.58774
H 2.51654 3.47834 -0.34393
H 3.32876 3.78268 1.23223
H 2.95149 1.52720 -1.41714
H 4.80681 0.16745 -2.33390
H 5.44139 0.11562 -0.66182
H 2.77969 -1.08546 -2.93118
H 1.08679 -2.78653 -2.33798
H 2.50540 -2.80647 1.68558
H 4.19672 -1.08333 1.09506

Lowest unoccupied orbital energy   0.58 eV
Orbital gap   8.6 eV
Highest occupied orbital energy   -8.06 eV
E_tot   -48329.16618 eV

=====

No. 4
The following is a quantum chemistry calculation of 2 unconnected molecules or ions with the total composition C24H24N2O3 in a non-equilibrium geometry, from the OMol25 dataset.

Element x y z (Å)
C -2.33303 -2.34319 5.45795
N -2.30416 -2.10264 4.01618
C -1.96169 -0.93458 3.45564
O -1.63005 0.03182 4.13668
C -2.00152 -0.80071 1.91680
C -3.04684 0.24488 1.48495
C -2.85143 0.81815 0.08897
C -3.22860 0.09004 -1.05773
C -3.05647 0.64599 -2.33909
C -2.52404 1.93931 -2.48081
C -2.14888 2.67011 -1.34103
C -2.30827 2.10916 -0.06140
N -2.27062 -2.05781 1.19649
C -1.39277 -3.04999 1.06289
C -1.82485 -4.22617 0.21989
O -0.29003 -3.03875 1.58768
H -3.06869 -1.68736 5.92799
H -1.35176 -2.12254 5.88330
H -2.59017 -3.38256 5.66527
H -2.50019 -2.87256 3.39881
H -1.01511 -0.43287 1.63062
H -4.04352 -0.19357 1.55661
H -3.02032 1.07724 2.18994
H -3.66278 -0.89265 -0.96116
H -3.34566 0.08575 -3.21720
H -2.40080 2.37179 -3.46436
H -1.72863 3.66078 -1.44730
H -2.01128 2.67651 0.80976
H -3.16255 -2.14963 0.74049
H -2.69619 -4.69762 0.67006
H -1.00562 -4.94328 0.17259
H -2.06283 -3.88339 -0.78588
C 5.84225 3.35906 -3.25365
C 6.42373 2.54819 -2.26209
C 5.63271 1.65423 -1.52353
C 4.26776 1.59921 -1.81153
C 3.67697 2.38726 -2.78791
C 4.46496 3.27888 -3.51802
O 2.32854 2.13119 -2.87555
C 2.06355 1.15595 -1.94277
C 0.86050 0.52049 -1.63578
C 0.83664 -0.46669 -0.64010
C 2.00977 -0.80788 0.05494
C 3.22292 -0.17168 -0.25229
C 3.21501 0.79868 -1.25736
H 6.45973 4.05110 -3.81882
H 7.49008 2.61397 -2.06722
H 6.06643 1.02315 -0.75426
H 4.00356 3.89632 -4.28113
H -0.04048 0.79094 -2.17381
H -0.09508 -0.97146 -0.41232
H 1.97202 -1.57145 0.82803
H 4.13779 -0.42912 0.27155

Lowest unoccupied orbital energy   0.49 eV
Orbital gap   8.7 eV
Highest occupied orbital energy   -8.23 eV
E_tot   -34401.57218 eV